19
Properties=species:S:1:pos:R:3:nbo_charge:R:1 method="wB97M-V/def2-TZVPD" charge=-1 e_tot_ha=-364.8090
O 0.55 0.51 2.76 -0.947
O 2.25 2.57 -0.98 -0.953
N -0.85 -0.34 0.69 -0.640
C 0.58 -0.40 0.49 -0.253
C -1.61 -0.20 -0.52 -0.200
C -1.71 -1.50 -1.31 -0.617
C 1.37 0.13 1.77 -0.001
H -1.02 0.43 1.34 0.398
H -2.64 0.09 -0.26 0.170
H 1.97 1.00 1.40 0.047
H 0.95 0.13 -0.41 0.108
H 0.87 -1.44 0.32 0.150
H -0.74 -1.79 -1.70 0.196
H -2.00 -2.33 -0.64 0.206
H 1.68 1.96 -1.45 0.466
H -1.23 0.60 -1.20 0.130
H 1.83 2.62 -0.11 0.483
H -2.40 -1.41 -2.15 0.185
H 2.17 -0.63 1.97 0.071

19
Properties=species:S:1:pos:R:3:nbo_charge:R:1 method="wB97M-V/def2-TZVPD" charge=-1 e_tot_ha=-364.5620
O -1.66 1.17 -0.60 -0.778
O -2.86 -0.58 0.99 -1.292
N 2.18 -0.36 0.00 -0.628
C 1.11 0.28 -0.82 -0.291
C -1.21 0.12 -1.38 -0.103
C 2.35 0.24 1.36 -0.438
C -0.09 -0.70 -0.79 -0.129
H 2.43 -0.63 2.20 0.174
H 0.69 1.25 -0.44 0.198
H -0.21 -0.94 1.15 0.309
H -0.86 0.64 -2.36 0.171
H 3.14 0.98 1.47 0.148
H 1.41 0.33 -1.87 0.214
H -0.27 -0.84 0.32 -0.032
H -1.93 0.68 0.25 0.522
H -3.60 -0.25 1.64 0.413
H 1.37 0.77 1.81 0.142
H 0.08 -1.65 -1.32 0.220
H -2.06 -0.51 -1.61 0.181

19
Properties=species:S:1:pos:R:3:nbo_charge:R:1 method="wB97M-V/def2-TZVPD" charge=-1 e_tot_ha=-364.7555
O -0.01 -6.21 -1.12 -0.957
O 0.83 1.95 2.38 -0.916
N -1.68 0.93 0.74 -0.859
C 1.50 1.48 1.38 0.061
C 0.65 1.87 -0.17 -0.543
C -1.33 0.42 -0.61 -0.217
C 0.17 0.70 -0.81 -0.409
H 1.64 0.38 1.32 0.059
H -0.73 -5.56 -0.87 0.482
H 0.52 -6.43 -0.32 0.475
H -1.04 0.87 1.42 0.389
H 1.37 2.45 -0.83 0.170
H -0.09 2.61 0.27 0.207
H 2.42 2.06 1.15 0.062
H 0.71 -0.16 -0.34 0.174
H -2.09 1.82 0.60 0.351
H -1.90 0.89 -1.41 0.165
H -1.44 -0.63 -0.77 0.158
H 0.49 0.57 -2.00 0.147

19
Properties=species:S:1:pos:R:3:mulliken_spin:R:1 method="wB97M-V/def2-TZVPD" charge=-2 spin_multiplicity=2 e_tot_ha=-364.5195
O 1.73 -0.55 2.49 0.000
O -1.21 -1.12 1.05 -0.224
N -1.54 -0.35 -1.24 -0.340
C 0.50 1.45 0.69 0.099
C -1.54 -1.38 -0.30 0.592
C 0.67 1.29 -0.83 2.078
C 0.31 -0.08 -1.33 3.025
H -0.99 -2.29 -0.59 -0.082
H -0.45 1.92 0.94 -0.057
H 1.39 -0.90 3.32 0.001
H 1.31 2.03 1.13 -0.123
H -0.89 0.03 -1.95 -0.927
H 0.58 0.49 1.21 -0.104
H 0.01 1.99 -1.32 0.248
H 1.69 1.52 -1.17 -0.832
H 0.60 -0.92 -0.72 0.037
H 0.65 -0.29 -2.36 -2.448
H -0.25 -1.13 1.17 -0.014
H -2.58 -1.70 -0.20 0.071